{
  "formula": "C14H23F5N3S4Se3Tl",
  "method": "the ωB97M-V functional and the def2-TZVPD basis",
  "molar_mass_g_mol": 897.9,
  "total_charge": -2,
  "spin_multiplicity": 1,
  "e_above_lowest_ev": 0.000,
  "elements": ["Tl", "N", "C", "C", "N", "C", "C", "N", "H", "H", "H", "H", "H", "H", "H", "H", "H", "H", "H", "H", "H", "C", "Se", "C", "C", "Se", "C", "H", "H", "H", "H", "H", "H", "H", "H", "H", "H", "S", "S", "S", "S", "F", "C", "C", "F", "C", "F", "C", "Se", "C", "F", "C", "F"],
  "coordinates": [[-0.2782, 1.9335, -1.1720], [1.0726, 2.5507, 1.3971], [0.2278, 3.1591, 2.4185], [-0.9536, 3.8848, 1.7816], [-1.7369, 3.0487, 0.8843], [-2.6738, 2.1404, 1.5389], [-2.1109, 0.7379, 1.7826], [-1.6381, 0.1756, 0.5267], [1.7199, 1.8713, 1.7712], [1.5793, 3.2465, 0.8638], [0.7546, 3.8908, 3.0473], [-0.1265, 2.3689, 3.0822], [-0.5686, 4.7113, 1.1820], [-1.5737, 4.3020, 2.5929], [-2.2397, 3.6296, 0.2202], [-3.5358, 2.0390, 0.8764], [-3.0254, 2.5594, 2.4949], [-2.8970, 0.1371, 2.2595], [-1.2677, 0.7673, 2.4728], [-2.3991, -0.0107, -0.1166], [-1.1081, -0.6774, 0.6698], [-3.1476, -2.0027, -3.7880], [-1.8744, -0.7455, -3.0051], [-0.3956, -2.0352, -2.8367], [0.2579, -2.4222, -4.1587], [1.8374, -1.3906, -4.6906], [1.0654, 0.3859, -4.9176], [-3.3624, -2.8065, -3.0858], [-2.7633, -2.4111, -4.7209], [-4.0542, -1.4346, -3.9856], [-0.8022, -2.9169, -2.3401], [0.3139, -1.5739, -2.1509], [-0.4507, -2.3827, -4.9850], [0.6485, -3.4397, -4.1049], [0.5256, 0.4525, -5.8585], [1.8924, 1.0916, -4.9095], [0.4025, 0.6129, -4.0909], [-3.2605, 2.4643, -2.0856], [-2.8744, 4.3682, -2.7812], [-0.8542, 4.5362, -3.2141], [0.1718, 4.9258, -1.4775], [5.1701, -4.2140, 5.3975], [4.2612, -3.7773, 4.5033], [4.5917, -3.6389, 3.1708], [5.8414, -3.9487, 2.7743], [3.6543, -3.1899, 2.2608], [4.0580, -3.0887, 0.9879], [2.3409, -2.8533, 2.6140], [1.0727, -2.2469, 1.3777], [2.0551, -3.0110, 3.9772], [0.8330, -2.7253, 4.4498], [2.9792, -3.4581, 4.9006], [2.6452, -3.5895, 6.1995]],
  "mulliken_charge": [0.505, -0.347, -0.654, -0.814, 0.086, -0.786, -0.487, -0.112, 0.159, 0.196, 0.371, 0.290, 0.289, 0.335, 0.199, 0.349, 0.257, 0.390, 0.208, 0.150, -0.080, -1.088, 0.151, -0.649, -0.719, -0.002, -0.551, 0.311, 0.290, 0.309, 0.454, 0.305, 0.268, 0.339, 0.284, 0.315, -0.076, -0.521, -0.213, -0.203, -0.562, -0.333, 0.467, 0.055, -0.323, 0.641, -0.292, -0.707, -0.380, 0.488, -0.308, 0.068, -0.323]
}